1.
Here is a molecular structure, C21H36F5ILaN6O3Si2Te from the OMol25 dataset. Energies are from ωB97M-V with the def2-TZVPD basis set.

XYZ file:
```
76
C21H36F5ILaN6O3Si2Te (ωB97M-V with the def2-TZVPD basis set)
La 0.511 0.221 -0.168
O 1.118 0.487 2.383
C 0.969 1.830 2.849
C 1.673 2.804 1.934
C 2.144 4.024 2.390
C 2.786 4.863 1.495
C 2.964 4.447 0.185
C 2.468 3.211 -0.188
N 1.816 2.412 0.665
H 2.034 0.191 2.479
H 1.339 1.927 3.871
H -0.107 2.017 2.869
H 2.017 4.305 3.427
H 3.161 5.824 1.819
H 3.480 5.060 -0.539
H 2.596 2.833 -1.194
I -3.434 -5.514 0.392
C -2.538 -3.826 -0.348
C -2.810 -3.178 -1.532
N -1.978 -2.124 -1.586
N -1.173 -2.044 -0.515
C -1.514 -3.074 0.246
H -3.514 -3.383 -2.319
H -1.888 -1.444 -2.323
H -1.028 -3.228 1.194
F 4.244 -2.385 -1.637
Te 2.986 -1.011 -1.890
F 4.485 -0.095 -2.484
F 0.932 -1.112 -2.137
F 2.782 -1.645 -3.626
F 2.200 0.752 -2.268
O 2.939 -0.437 -0.177
C 2.328 -4.018 2.589
N 2.279 -4.149 1.133
C 2.611 -5.311 0.515
C 2.495 -5.449 -0.819
C 2.144 -4.281 -1.558
N 1.903 -3.117 -0.952
C 1.768 -3.088 0.404
O 1.275 -2.136 1.015
N 2.070 -4.354 -2.887
H 2.554 -4.992 3.014
H 1.366 -3.673 2.960
H 3.099 -3.304 2.869
H 2.945 -6.112 1.159
H 2.720 -6.381 -1.311
H 2.374 -5.189 -3.356
H 1.910 -3.529 -3.442
C -4.510 0.190 0.494
Si -2.827 0.886 0.949
C -3.078 2.444 1.975
C -2.032 -0.368 2.160
C -1.801 1.180 -0.556
Si -1.730 2.808 -1.407
C -3.328 3.310 -2.261
C -0.402 2.713 -2.758
C -1.220 4.236 -0.279
H -5.178 0.121 1.355
H -4.404 -0.818 0.081
H -4.993 0.810 -0.263
H -3.569 2.195 2.919
H -3.713 3.165 1.459
H -2.147 2.963 2.216
H -2.668 -1.256 2.217
H -1.970 0.050 3.167
H -1.035 -0.769 1.943
H -2.221 0.514 -1.332
H -3.558 2.631 -3.086
H -3.270 4.320 -2.674
H -4.173 3.282 -1.570
H -0.411 1.762 -3.301
H 0.617 2.851 -2.384
H -0.553 3.501 -3.499
H -2.048 4.605 0.326
H -0.870 5.071 -0.893
H -0.406 3.980 0.405
```

Calculated values
- Charge: +1
- HOMO-LUMO gap: 5.991 eV
- Energy above the lowest of the compared OMol25 structures with the same formula, charge and spin: 69.6 kJ/mol
- LUMO energy: -4.1 eV
- HOMO energy: -10.1 eV

Löwdin population analysis, charges in e, atoms 1 to 2: 2.040, -0.178

2.
Here is 2 unconnected molecules or ions with the total composition C3H4I2 from the OMol25 dataset. Energies are from ωB97M-V with the def2-TZVPD basis set.

XYZ file:
```
9
C3H4I2 (ωB97M-V with the def2-TZVPD basis set)
C 0.698 0.522 1.154
C 1.160 0.809 -0.261
C -0.077 1.272 0.433
I -1.825 2.340 0.209
I -5.730 -0.686 0.017
H 0.939 0.021 2.057
H -4.417 -1.454 -0.375
H 1.976 1.506 -0.426
H 1.099 0.031 -1.014
```

Calculated values
- Charge: 0
- HOMO-LUMO gap: 9.585 eV
- Energy above the lowest of the compared OMol25 structures with the same formula, charge and spin: 178.9 kJ/mol
- LUMO energy: 0.5 eV
- HOMO energy: -9.1 eV

Löwdin population analysis, charges in e, atoms 1 to 2: -0.073, -0.176

3.
Here is 4 unconnected molecules or ions with the total composition C17H47BIN5O7P from the OMol25 dataset. Energies are from ωB97M-V with the def2-TZVPD basis set.

XYZ file:
```
79
C17H47BIN5O7P (ωB97M-V with the def2-TZVPD basis set)
C 6.675 -2.316 2.031
C 5.514 -3.468 1.909
O 4.250 -3.006 1.300
P 3.348 -1.996 2.414
C 1.640 -2.767 2.780
C 0.531 -2.609 1.584
C -0.810 -1.873 2.226
I -0.704 0.320 2.232
O 4.153 -1.824 3.989
N 3.269 -1.138 4.769
O 3.858 -0.713 5.753
B 3.299 -0.234 1.662
N 3.842 0.110 0.284
O 2.741 0.897 2.458
H 6.467 -1.484 2.830
H 7.680 -2.856 2.380
H 6.851 -1.748 1.001
H 5.917 -4.337 1.236
H 5.215 -3.968 2.946
H 1.133 -2.375 3.781
H 1.820 -3.934 2.956
H 0.922 -2.110 0.600
H 0.177 -3.712 1.297
H -0.997 -2.195 3.356
H -1.779 -2.220 1.627
H 3.669 -0.642 -0.418
H 3.537 1.053 -0.047
H 3.542 1.259 2.961
C -0.083 4.149 -3.071
C 0.205 3.055 -2.044
C -0.310 1.658 -2.459
O -1.725 1.485 -2.330
C -2.482 2.054 -3.388
N -0.344 3.466 -0.743
H -1.118 4.495 -3.045
H 0.548 5.025 -2.878
H 0.137 3.801 -4.087
H 1.296 2.985 -1.948
H 0.137 0.920 -1.783
H 0.021 1.390 -3.469
H -1.972 1.972 -4.352
H -2.713 3.096 -3.161
H -3.433 1.515 -3.452
H -0.049 2.790 -0.036
H -1.359 3.343 -0.787
C -1.652 -6.281 -0.830
C -0.381 -6.790 -0.152
C -0.416 -8.298 0.185
O -1.223 -8.636 1.317
C -2.616 -8.687 1.047
N -0.122 -5.977 1.046
H -2.477 -6.131 -0.131
H -1.464 -5.311 -1.307
H -1.985 -6.974 -1.611
H 0.444 -6.632 -0.857
H 0.603 -8.607 0.450
H -0.702 -8.900 -0.686
H -2.829 -9.072 0.046
H -3.058 -7.699 1.182
H -3.079 -9.354 1.781
H 0.786 -6.243 1.430
H -0.786 -6.275 1.766
C -3.958 7.590 -0.042
C -2.632 6.982 -0.497
C -1.861 7.856 -1.512
O -2.393 7.833 -2.840
C -3.532 8.659 -3.030
N -2.884 5.634 -1.029
H -4.754 7.478 -0.782
H -4.307 7.097 0.873
H -3.845 8.658 0.180
H -2.001 6.885 0.395
H -0.844 7.455 -1.597
H -1.755 8.888 -1.157
H -3.476 9.579 -2.442
H -4.439 8.102 -2.789
H -3.585 8.926 -4.089
H -1.986 5.188 -1.224
H -3.304 5.746 -1.956
```

Calculated values
- Charge: +1
- HOMO-LUMO gap: 5.852 eV
- LUMO energy: -4.6 eV
- HOMO energy: -10.4 eV

Löwdin population analysis, charges in e, atoms 1 to 2: -0.093, -0.262

4.
Here is a molecular structure, C27H18Br2CoN7OSe from the OMol25 dataset. Energies are from ωB97M-V with the def2-TZVPD basis set.

XYZ file:
```
57
C27H18Br2CoN7OSe (ωB97M-V with the def2-TZVPD basis set)
Co -0.633 0.216 0.380
C 2.923 1.641 -0.406
C 2.710 0.808 0.824
C 3.129 1.264 2.072
C 2.876 0.508 3.204
C 2.243 -0.708 3.038
C 1.684 -1.629 4.068
Br 2.981 -2.124 5.408
C -0.385 -2.251 3.707
C -1.034 -1.715 2.434
Br -2.950 -2.173 2.285
C -0.207 -2.153 1.241
O -0.522 -1.896 0.084
C 1.921 -1.118 1.752
N 2.094 -0.378 0.663
H 3.597 2.471 -0.208
H 1.979 2.057 -0.765
H 3.343 1.028 -1.203
H 3.627 2.221 2.148
H 3.152 0.861 4.191
H -1.028 -2.964 4.211
Se 0.734 2.856 7.198
N 0.257 3.659 5.680
C 0.016 2.719 4.809
C -0.320 2.996 3.416
C -0.403 4.259 2.837
C -0.655 4.358 1.481
C -0.783 3.206 0.716
N -0.718 1.988 1.251
C -0.525 1.893 2.593
C -0.487 0.548 3.125
N -0.758 -0.367 2.165
C 1.186 -2.468 1.759
C 1.018 -2.772 3.260
C 0.275 -1.189 4.637
C -0.072 0.245 4.380
C 0.172 1.347 5.276
N 0.552 1.214 6.522
H -0.261 5.140 3.450
H -0.727 5.321 0.996
H -0.924 3.256 -0.355
H 1.676 -3.218 1.141
H 1.283 -3.779 3.562
H 0.187 -1.450 5.689
N -0.914 1.244 -5.613
C -0.843 1.048 -4.281
C -1.907 1.395 -3.432
C -1.784 1.187 -2.084
N -0.684 0.668 -1.509
C 0.329 0.316 -2.322
C 0.299 0.490 -3.681
H -1.759 1.575 -6.041
H -0.178 0.933 -6.220
H -2.822 1.812 -3.829
H -2.599 1.441 -1.416
H 1.180 -0.149 -1.841
H 1.146 0.183 -4.278
```

Calculated values
- Charge: +1
- HOMO-LUMO gap (alpha / beta): 6.975 / 6.995 eV
- Energy above the lowest of the compared OMol25 structures with the same formula, charge and spin: 184.7 kJ/mol
- LUMO energy (alpha / beta): -3.3 / -3.3 eV
- HOMO energy (alpha / beta): -10.3 / -10.3 eV
- Multiplicity: 2

Löwdin population analysis, charges in e, atoms 1 to 2: 0.678, -0.027